Entry 1:
{
  "formula": "C17H44DyN6O2Sb",
  "method": "ωB97M-V/def2-TZVPD",
  "species": ["Dy", "N", "C", "C", "C", "C", "N", "C", "N", "N", "C", "O", "O", "H", "H", "H", "H", "H", "H", "H", "H", "H", "H", "H", "H", "H", "H", "C", "C", "C", "Sb", "C", "C", "C", "C", "C", "C", "H", "H", "H", "H", "H", "H", "H", "H", "H", "H", "H", "H", "H", "H", "H", "H", "H", "H", "H", "H", "H", "N", "C", "C", "N", "H", "H", "H", "H", "H", "H", "H", "H", "H"],
  "positions_angstrom": [[1.722569, -0.396213, 0.378609], [2.322246, 2.472476, 0.719289], [2.104405, 2.863860, -0.742898], [1.318257, 4.160707, -1.026965], [-0.067351, 4.272143, -0.354412], [-1.178865, 4.339117, -1.355664], [-2.471679, 4.633000, -0.658650], [-2.897685, 5.874492, -0.359416], [-4.152296, 5.997303, 0.024402], [-2.072302, 6.923101, -0.375516], [1.544369, 1.535474, -1.238349], [0.343496, 1.183090, -0.926265], [2.421404, 0.672437, -1.566642], [1.555006, 2.927341, 1.237497], [3.149800, 2.918118, 1.083238], [3.094313, 2.921973, -1.189791], [1.219566, 4.229962, -2.113290], [1.988955, 4.979932, -0.728077], [-0.140317, 5.140265, 0.303014], [-0.273815, 3.374282, 0.268569], [-1.325650, 3.427443, -1.892213], [-1.075772, 5.159593, -2.080343], [-3.231116, 4.027191, -0.939580], [-4.657905, 5.191102, 0.393576], [-4.543769, 6.903419, 0.221596], [-1.229969, 6.887238, -0.981357], [-2.408534, 7.828778, -0.127473], [-2.820108, 0.318636, 2.001814], [-3.420891, -0.848559, 1.182902], [-4.533057, -1.669174, 1.893579], [-1.673476, -2.128192, 0.889493], [-0.913521, -3.368059, 2.495790], [0.488059, -3.819539, 2.125150], [-1.809017, -4.556790, 2.834263], [-1.591746, -3.117009, -0.998621], [-3.057743, -3.085875, -1.469879], [-0.627966, -2.311754, -1.839429], [-3.534824, 1.098376, 2.268268], [-1.984938, 0.772424, 1.443374], [-2.419046, 0.024635, 2.959594], [-3.691952, -0.456725, 0.195355], [-4.140071, -2.125301, 2.788422], [-4.964396, -2.464098, 1.282468], [-5.341681, -1.004543, 2.167662], [-0.843993, -2.641625, 3.317836], [0.368533, -4.359032, 1.207181], [0.798703, -4.445703, 2.961479], [1.097183, -2.901555, 1.907926], [-1.865052, -5.275008, 1.971470], [-2.863999, -4.346493, 3.066686], [-1.392023, -5.100159, 3.713316], [-1.224532, -4.115496, -0.808504], [-3.366555, -2.121867, -1.844956], [-3.754872, -3.427311, -0.673187], [-3.145178, -3.808170, -2.280737], [-0.850742, -1.273794, -1.885722], [-0.543937, -2.703991, -2.844930], [0.356227, -2.456860, -1.435834], [7.153127, -2.697864, -1.756576], [5.786904, -3.019181, -1.240989], [4.870654, -1.794042, -1.046215], [3.691933, -2.196193, -0.178858], [7.667447, -3.543386, -1.865198], [7.733617, -2.108004, -1.144452], [7.150567, -2.223956, -2.647621], [5.929745, -3.474185, -0.300330], [5.292507, -3.731290, -1.909733], [4.418031, -1.400919, -1.953080], [5.330483, -1.043069, -0.471417], [4.045340, -2.634665, 0.647806], [3.138892, -2.862257, -0.698455]],
  "forces_ev_per_a": [[-0.22, 0.54, -0.26], [-1.39, 0.49, -0.51], [0.19, -0.16, 0.14], [0.47, -0.36, 0.46], [0.51, -0.73, 0.51], [-1.32, 1.68, 0.41], [0.13, -0.35, -0.68], [0.65, -0.21, 0.13], [-0.81, -0.10, 0.59], [0.95, -0.90, -1.20], [-0.87, -0.06, 0.31], [1.65, -0.01, -0.04], [-0.51, -0.24, 0.33], [0.36, -0.44, -0.08], [0.45, 0.05, -0.03], [-0.01, 0.25, -0.03], [0.04, 0.04, 0.00], [-0.35, -0.10, -0.08], [0.22, -0.06, 0.00], [0.15, 0.55, -0.22], [0.03, -0.58, -0.37], [0.49, -0.39, -0.12], [0.07, 0.00, 0.14], [0.20, 0.50, -0.33], [-0.10, 0.07, 0.06], [-1.00, 0.18, 0.82], [-0.14, 0.52, 0.13], [0.13, 0.09, -0.24], [0.08, 0.07, 0.70], [0.58, 0.30, -0.72], [0.20, 0.15, 0.19], [-0.63, 0.62, 0.78], [-0.82, 1.21, -0.18], [-0.47, -1.00, -0.40], [-0.87, 0.84, 0.24], [0.12, -1.18, 0.32], [0.13, -1.16, -0.41], [-0.27, -0.08, -0.39], [-0.35, 0.09, 0.10], [0.16, -0.46, 0.39], [-0.06, -0.44, 0.11], [0.05, -0.06, 0.47], [0.13, 0.14, -0.14], [-0.20, 0.23, 0.13], [-0.23, -0.31, 0.03], [0.57, -0.79, -0.47], [0.72, 0.10, -0.31], [0.11, -0.93, 0.53], [0.29, 0.50, 0.75], [0.45, 0.34, 0.06], [-0.19, 0.33, -0.61], [-0.05, -0.34, -0.03], [-0.02, 0.36, 0.00], [0.31, 0.22, -0.56], [-0.19, 0.03, -0.15], [-0.26, 0.97, -0.09], [-0.27, -0.07, -0.40], [0.92, 0.13, 0.34], [-0.14, 0.89, 0.37], [-0.93, 0.93, -0.76], [-1.45, -1.30, 0.41], [0.25, 0.85, -1.07], [0.74, -1.17, -0.32], [-0.36, -0.06, 0.20], [-0.13, 0.17, -0.72], [0.26, -0.68, 1.07], [0.45, 0.05, -0.03], [0.46, 0.14, -0.18], [0.97, 1.19, 0.28], [0.06, -0.54, 0.61], [-0.09, -0.53, 0.04]],
  "e_homo_ev": [-18.90, -18.77],
  "lumo_energy_ha": [-0.4502, -0.3790],
  "orbital_gap_ev": [6.651, 8.460],
  "spin_multiplicity": 6,
  "total_charge": 4
}

Entry 2:
{
  "formula": "C4H6FNS",
  "method": "ωB97M-V/def2-TZVPD",
  "species": ["C", "C", "C", "C", "H", "H", "H", "H", "H", "H", "N", "F", "S"],
  "positions_angstrom": [[0.697224, -1.492164, 0.967102], [-0.362372, -0.416193, 0.865985], [-0.945008, 1.398985, -0.794126], [0.265946, 0.638971, -1.273798], [0.280210, -2.450533, 1.174035], [1.407914, -1.160617, 1.820004], [-0.685405, 2.210823, -0.099774], [-1.865245, 1.508928, -1.328604], [0.318161, 0.157312, -2.252213], [1.173086, 1.054571, -0.809941], [-0.673114, 0.029981, -0.354593], [1.399086, -1.573950, -0.210664], [-1.010483, 0.093886, 2.296588]],
  "forces_ev_per_a": [[1.27, 1.70, 1.00], [-0.13, 0.17, 1.79], [0.59, -0.46, 0.86], [-0.31, 0.19, -0.24], [-0.43, -0.69, 0.29], [-1.09, -0.76, -1.42], [-0.41, -0.48, -0.09], [-0.14, 0.07, -0.48], [0.16, 0.41, 0.27], [-0.19, -0.59, -0.51], [0.28, 0.81, -0.44], [0.51, -0.32, -0.39], [-0.12, -0.06, -0.62]],
  "e_homo_ev": -8.67,
  "lumo_energy_ha": 0.0096,
  "orbital_gap_ev": 8.934,
  "smiles": "FCC(=S)N1CC1",
  "total_charge": 0
}

Entry 3:
{
  "formula": "C5H17NO2",
  "method": "ωB97M-V/def2-TZVPD",
  "species": ["C", "C", "C", "C", "C", "N", "H", "H", "H", "H", "H", "H", "H", "H", "H", "H", "H", "H", "H", "H", "H", "O", "H", "H", "O"],
  "positions_angstrom": [[2.029174, 0.497494, 1.361542], [0.702954, 0.465129, 0.560335], [0.371604, 1.841803, -0.127474], [-1.143684, 1.982790, -0.240360], [1.028952, 2.009323, -1.508771], [0.667149, -0.650569, -0.352589], [2.581293, -0.433951, 1.267462], [2.586662, 1.388562, 1.093913], [1.771283, 0.620026, 2.405783], [-0.172733, 0.285223, 1.197735], [0.778669, 2.549574, 0.596410], [-1.571628, 1.830473, 0.747089], [-1.480411, 1.154600, -0.875401], [-1.440890, 2.855370, -0.786466], [2.112076, 2.112377, -1.486916], [0.751603, 1.115068, -2.069101], [0.636100, 2.837850, -2.080564], [0.745593, -0.405502, -1.336359], [1.108878, -1.542209, -0.157146], [-0.753489, -3.820064, 0.853568], [-1.073919, -3.001795, 2.041333], [-1.480450, -3.322605, 1.229212], [-1.610013, -0.945772, -1.356439], [-2.268879, -1.852281, -0.215310], [-1.647652, -1.805309, -0.931735]],
  "forces_ev_per_a": [[-0.76, -0.21, 0.36], [-0.50, 0.53, -0.46], [0.26, -0.26, -0.16], [0.73, -1.27, -0.20], [-0.04, -0.58, 0.62], [0.91, 0.69, -0.47], [0.33, 0.18, -0.07], [0.35, -0.25, -0.37], [0.01, -0.07, 0.26], [0.28, -0.17, 0.51], [-0.14, 0.25, -0.15], [-0.49, 0.49, -0.09], [-0.22, -0.07, 0.07], [-0.24, 0.73, 0.29], [0.05, -0.16, 0.08], [0.21, 0.17, -0.61], [-0.21, 0.29, 0.11], [-0.36, -0.21, -0.20], [-0.35, -0.19, 0.45], [-0.04, -0.42, -0.47], [-0.38, 0.01, 0.30], [0.33, 0.26, 0.50], [-0.86, 0.07, 0.12], [-0.49, 0.20, 0.65], [1.60, -0.02, -1.08]],
  "e_homo_ev": [-14.94, -14.84],
  "lumo_energy_ha": [-0.1174, -0.2808],
  "orbital_gap_ev": [11.750, 7.200],
  "spin_multiplicity": 2,
  "total_charge": 1
}